C57H49BaBrN4O5P2STe2 | the ωB97M-V functional and the def2-TZVPD basis

The LUMO energy is 0.1242 hartree. For the energy relative to the best compared isomer or geometry (same formula, charge and spin), the calculation gives 22.4 kcal per mole. The value obtained for the frontier orbital gap is 4.7 eV. Its HOMO energy is -1.3 eV. The value obtained for the total energy is -190833.793 eV. Its spin multiplicity is 1. As for the total charge: -2. The value obtained for the molar mass is 1436.49 g mol⁻¹.

The geometry in XYZ format:
```
122
C57H49BaBrN4O5P2STe2 the ωB97M-V functional and the def2-TZVPD basis
Ba 17.522 12.028 14.447
Br 16.528 11.841 7.777
C 18.241 10.895 7.829
C 18.368 9.719 7.165
C 19.588 9.025 6.982
C 20.691 9.676 7.507
C 20.603 10.826 8.267
C 21.742 11.464 8.773
C 21.646 12.626 9.518
C 20.347 13.195 9.785
C 19.237 12.670 9.189
C 19.356 11.467 8.471
H 17.485 9.238 6.745
H 19.717 8.134 6.467
H 21.588 9.189 7.223
H 22.724 10.962 8.783
H 22.459 13.015 10.044
H 20.250 14.019 10.442
O 24.184 8.229 11.583
N 23.681 8.129 12.690
O 23.870 7.192 13.405
C 22.892 9.253 13.255
C 23.480 9.771 14.368
C 22.802 10.883 14.930
C 23.273 11.561 16.084
C 22.591 12.527 16.717
C 21.321 12.830 16.157
N 20.848 12.248 15.085
C 21.514 11.276 14.447
C 20.909 10.669 13.225
N 19.726 11.004 12.952
C 18.992 10.136 12.138
C 19.841 9.367 11.155
C 21.134 9.191 11.378
C 21.745 9.651 12.653
H 24.245 9.259 15.007
H 24.269 11.306 16.477
H 22.949 12.888 17.691
H 20.776 13.603 16.608
H 18.158 10.772 11.672
H 19.397 9.078 10.191
H 21.772 8.680 10.608
Te 12.959 13.650 16.300
C 11.441 12.546 17.371
C 11.432 11.211 17.589
C 10.534 10.639 18.450
N 9.570 11.355 19.037
C 9.575 12.698 18.839
C 10.516 13.321 18.014
C 14.513 12.260 15.992
P 15.738 11.696 17.149
C 15.018 11.641 18.854
C 14.585 12.683 19.633
C 13.894 12.511 20.791
C 13.754 11.254 21.360
C 14.268 10.239 20.666
C 14.864 10.387 19.421
C 16.761 13.249 17.460
C 17.654 13.320 18.548
C 18.491 14.400 18.781
C 18.396 15.510 17.952
C 17.697 15.408 16.791
C 16.859 14.331 16.575
P 14.447 10.925 14.838
C 14.018 11.596 13.267
C 14.340 12.954 12.982
C 14.107 13.455 11.721
C 13.606 12.653 10.665
C 13.393 11.275 10.943
C 13.560 10.782 12.200
C 13.178 9.645 15.128
C 11.777 9.797 14.846
C 10.912 8.733 15.068
C 11.389 7.549 15.670
C 12.713 7.426 15.982
C 13.591 8.440 15.673
H 12.146 10.576 17.103
H 10.532 9.576 18.709
H 8.798 13.186 19.435
H 10.474 14.391 18.006
H 14.750 13.706 19.276
H 13.523 13.384 21.252
H 13.309 11.145 22.323
H 14.066 9.261 21.019
H 15.253 9.396 18.928
H 17.763 12.491 19.247
H 19.071 14.315 19.738
H 19.091 16.271 18.198
H 17.534 16.196 16.068
H 16.354 14.300 15.635
H 14.734 13.626 13.681
H 14.471 14.514 11.488
H 13.541 13.049 9.609
H 13.023 10.725 10.066
H 13.439 9.736 12.292
H 11.338 10.698 14.444
H 9.827 8.790 14.741
H 10.754 6.656 15.791
H 13.106 6.546 16.490
H 14.668 8.207 15.814
O 17.274 13.931 13.055
H 16.493 14.204 12.600
H 18.266 13.068 9.435
O 25.201 5.189 8.303
C 25.241 5.969 9.113
Te 17.927 8.601 13.474
C 21.031 14.320 12.670
C 21.666 15.763 12.469
S 20.870 16.789 13.667
O 21.193 18.243 13.487
C 19.158 16.605 13.202
C 18.876 17.211 11.826
H 21.757 13.537 12.515
H 20.145 14.179 12.082
H 20.655 14.157 13.649
H 21.451 16.190 11.450
H 22.744 15.805 12.736
H 18.667 17.197 13.999
H 18.755 15.559 13.175
H 19.000 16.477 10.999
H 19.470 18.148 11.727
H 17.819 17.469 11.657
```

Mulliken atomic charge list, values in e, 8 entries: 1.1154, -0.2418, -0.4286, -0.1470, -1.1190, -0.3935, 0.7682, -0.6242

C57H49N7OP2Re | the ωB97M-V functional and the def2-TZVPD basis

The LUMO energy (alpha / beta) is -0.4537 / -0.4453 hartree. The value obtained for the frontier orbital gap (alpha / beta) is 4.3 / 4.5 eV. Its HOMO energy (alpha / beta) is -16.6 / -16.6 eV. The value obtained for the total energy is -93055.307 eV. Its spin multiplicity is 2. As for the total charge: +4. The value obtained for the molar mass is 1096.22 g mol⁻¹.

The geometry in XYZ format:
```
117
C57H49N7OP2Re the ωB97M-V functional and the def2-TZVPD basis
Re -0.897 -0.133 0.531
C -0.602 -5.776 3.382
C -1.577 -4.583 3.368
C -2.778 -4.865 4.289
C -0.856 -3.343 3.850
C -0.392 -3.298 5.171
C 0.248 -2.201 5.711
C 0.459 -1.087 4.919
C 0.042 -1.109 3.590
P 0.213 0.327 2.573
C 1.757 1.155 2.877
C 1.923 2.528 2.658
C 3.139 3.128 2.934
C 4.201 2.366 3.407
C 4.056 0.996 3.589
C 2.841 0.387 3.330
C -1.292 1.315 2.756
C -2.459 0.621 2.363
C -3.688 1.285 2.307
C -3.759 2.625 2.641
C -2.609 3.305 3.047
C -1.378 2.669 3.087
C -0.617 -2.224 3.076
O -1.032 -2.125 1.710
C -1.778 -3.237 1.202
C -2.182 -3.118 -0.121
C -2.910 -4.137 -0.731
C -3.249 -5.254 0.008
C -2.814 -5.354 1.317
C -2.061 -4.361 1.953
P -1.592 -1.751 -1.076
C -0.752 -2.402 -2.494
C -1.356 -2.464 -3.755
C -0.747 -3.193 -4.764
C 0.442 -3.866 -4.519
C 1.037 -3.818 -3.261
C 0.442 -3.095 -2.246
C -2.922 -0.613 -1.440
C -4.083 -0.647 -0.644
C -5.175 0.142 -0.971
C -5.128 0.949 -2.102
C -3.982 0.989 -2.903
C -2.883 0.225 -2.574
H -0.234 -5.959 4.391
H 0.254 -5.598 2.729
H -1.105 -6.683 3.050
H -2.451 -5.055 5.310
H -3.316 -5.754 3.965
H -3.476 -4.027 4.302
H -0.554 -4.164 5.799
H 0.572 -2.209 6.742
H 0.940 -0.208 5.326
H 1.127 3.130 2.248
H 3.259 4.192 2.784
H 5.146 2.841 3.634
H 4.887 0.405 3.950
H 2.736 -0.677 3.500
H -2.488 -0.478 2.340
H -4.587 0.738 2.058
H -4.713 3.137 2.636
H -2.682 4.340 3.358
H -0.511 3.210 3.432
H -3.199 -4.054 -1.772
H -3.828 -6.051 -0.437
H -3.055 -6.250 1.874
H -2.306 -1.986 -3.949
H -1.207 -3.244 -5.742
H 0.905 -4.438 -5.311
H 1.958 -4.357 -3.077
H 0.889 -3.091 -1.256
H -4.142 -1.337 0.191
H -6.080 0.093 -0.379
H -5.996 1.533 -2.379
H -3.968 1.600 -3.797
H -2.010 0.245 -3.213
C 0.713 0.588 -2.722
C 1.418 -0.146 -1.643
N 0.954 -0.460 -0.422
C 1.979 -1.136 0.239
C 3.049 -1.202 -0.581
N 2.688 -0.568 -1.747
C 3.573 -0.353 -2.917
N 3.365 -1.288 -3.962
N 2.395 -1.032 -4.894
N 2.448 -1.913 -5.804
C 3.479 -2.791 -5.523
C 3.940 -3.901 -6.240
C 5.004 -4.586 -5.704
C 5.607 -4.181 -4.493
C 5.165 -3.088 -3.780
C 4.081 -2.402 -4.329
H -0.290 0.842 -2.397
H 0.690 -0.007 -3.636
H 1.234 1.520 -2.951
H 1.865 -1.543 1.229
H 4.023 -1.641 -0.441
H 4.598 -0.416 -2.557
H 3.389 0.652 -3.290
H 3.489 -4.186 -7.181
H 5.407 -5.444 -6.224
H 6.454 -4.743 -4.123
H 5.659 -2.780 -2.867
N -1.900 3.695 -0.870
C -2.112 2.455 -0.453
N -0.970 1.820 -0.186
C 0.065 2.756 -0.433
C 1.453 2.681 -0.303
C 2.179 3.803 -0.651
C 1.564 4.975 -1.120
C 0.194 5.066 -1.237
C -0.531 3.934 -0.881
H -2.621 4.352 -1.133
H -3.096 2.028 -0.339
H 1.949 1.800 0.078
H 3.257 3.785 -0.555
H 2.177 5.825 -1.384
H -0.288 5.970 -1.585
```

Mulliken atomic charge list, values in e, 8 entries: 0.2877, -1.5789, 1.2336, -1.6679, 1.2940, -0.2950, -1.8183, -0.5457

C57H51AsOP3SiTi | the ωB97M-V functional and the def2-TZVPD basis

The LUMO energy (alpha / beta) is -0.0665 / -0.0695 hartree. The value obtained for the frontier orbital gap (alpha / beta) is 6.7 / 7.3 eV. Its HOMO energy (alpha / beta) is -8.5 / -9.2 eV. The value obtained for the total energy is -181678.574 eV. Its spin multiplicity is 3. As for the total charge: +1. The value obtained for the molar mass is 995.83 g mol⁻¹.

The geometry in XYZ format:
```
115
C57H51AsOP3SiTi the ωB97M-V functional and the def2-TZVPD basis
Ti 0.027 -0.539 0.281
C -2.810 -5.200 -3.098
C -3.027 -4.456 -1.950
C -2.147 -3.433 -1.613
C -1.047 -3.131 -2.409
C -0.817 -3.922 -3.537
C -1.695 -4.937 -3.886
P 0.105 -1.825 -1.806
C 1.412 -2.957 -1.186
C 2.309 -3.739 -1.897
C 3.126 -4.644 -1.232
C 3.057 -4.769 0.152
C 2.172 -3.986 0.881
C 1.360 -3.087 0.208
C 0.648 -0.769 -3.216
C 1.124 -1.278 -4.428
C 1.462 -0.435 -5.474
C 1.315 0.938 -5.329
C 0.864 1.457 -4.124
C 0.538 0.634 -3.037
Si 0.090 1.353 -1.327
C -1.501 2.361 -1.416
C -1.691 3.519 -2.192
C -2.890 4.207 -2.187
C -3.955 3.735 -1.425
C -3.812 2.577 -0.684
C -2.585 1.900 -0.649
P -2.436 0.198 0.074
C -3.641 -0.576 -1.096
C -3.286 -0.552 -2.449
C -4.139 -1.050 -3.417
C -5.369 -1.584 -3.049
C -5.734 -1.605 -1.712
C -4.877 -1.096 -0.737
C -3.341 0.181 1.674
C -3.871 1.290 2.322
C -4.553 1.150 3.529
C -4.709 -0.101 4.105
C -4.151 -1.215 3.485
C -3.465 -1.070 2.288
C 1.441 2.538 -0.683
C 1.392 3.939 -0.741
C 2.335 4.731 -0.098
C 3.356 4.137 0.632
C 3.438 2.754 0.704
C 2.494 1.957 0.058
P 2.562 0.118 0.016
C 3.753 -0.363 1.335
C 3.291 -1.115 2.406
C 4.139 -1.518 3.433
C 5.479 -1.165 3.391
C 5.963 -0.424 2.318
C 5.110 -0.036 1.297
C 3.619 -0.183 -1.470
C 3.735 0.740 -2.507
C 4.512 0.454 -3.624
C 5.186 -0.754 -3.718
C 5.083 -1.680 -2.687
C 4.304 -1.394 -1.575
H -3.496 -5.992 -3.375
H -3.883 -4.660 -1.317
H -2.310 -2.871 -0.706
H 0.055 -3.767 -4.155
H -1.501 -5.534 -4.770
H 2.386 -3.638 -2.974
H 3.821 -5.257 -1.794
H 3.692 -5.481 0.664
H 2.117 -4.088 1.958
H 0.620 -2.504 0.771
H 1.238 -2.343 -4.573
H 1.834 -0.850 -6.403
H 1.567 1.601 -6.149
H 0.784 2.536 -4.018
H -0.888 3.879 -2.828
H -3.010 5.098 -2.793
H -4.906 4.253 -1.439
H -4.674 2.173 -0.169
H -2.332 -0.133 -2.751
H -3.844 -1.026 -4.460
H -6.041 -1.975 -3.804
H -6.695 -2.011 -1.419
H -5.186 -1.116 0.300
H -3.744 2.277 1.898
H -4.970 2.025 4.014
H -5.257 -0.210 5.034
H -4.258 -2.196 3.933
H -3.030 -1.943 1.811
H 0.584 4.426 -1.274
H 2.270 5.812 -0.157
H 4.089 4.749 1.145
H 4.235 2.307 1.282
H 2.251 -1.407 2.408
H 3.764 -2.120 4.253
H 6.151 -1.478 4.181
H 7.012 -0.155 2.273
H 5.506 0.514 0.451
H 3.226 1.694 -2.449
H 4.589 1.185 -4.421
H 5.793 -0.973 -4.589
H 5.614 -2.624 -2.745
H 4.237 -2.124 -0.775
C 0.359 -1.557 4.740
As 0.092 0.130 3.911
C 1.504 1.359 4.260
C -1.459 0.864 4.726
O -0.177 -0.049 2.256
H 0.449 -1.418 5.817
H 1.245 -2.045 4.353
H -0.524 -2.151 4.515
H 1.988 1.111 5.203
H 1.054 2.350 4.320
H 2.224 1.326 3.447
H -1.207 1.198 5.732
H -2.247 0.114 4.757
H -1.791 1.705 4.122
```

Mulliken atomic charge list, values in e, 8 entries: -0.1752, -0.7341, -0.4536, -0.1048, 1.3743, -0.4395, -0.8001, 1.3844

C57H51ClN4O7SSi | the ωB97M-V functional and the def2-TZVPD basis

The LUMO energy is -0.0434 hartree. For the energy relative to the best compared isomer or geometry (same formula, charge and spin), the calculation gives 28.8 kcal per mole. The value obtained for the frontier orbital gap is 7.7 eV. Its HOMO energy is -8.9 eV. The value obtained for the total energy is -111464.475 eV. Its spin multiplicity is 1. Its SMILES is [H]/N=C(\C)Cc1c(CCCCN/C(N)=N/[H])c(Cl)cc2c1C(=O)c1c(cc(S)c(C#C)c1CCO[Si](C)(C)C)C2=O.O=C1c2ccccc2C(=O)c2ccccc21.O=C1c2ccccc2C(=O)c2ccccc21. As for the total charge: 0. The value obtained for the molar mass is 999.66 g mol⁻¹.

The geometry in XYZ format:
```
122
C57H51ClN4O7SSi the ωB97M-V functional and the def2-TZVPD basis
H -1.618 -3.318 -1.706
N -0.980 -3.457 -0.913
C -0.474 -2.321 -0.671
C -0.771 -1.022 -1.469
C 0.563 -2.201 0.491
C 0.017 -2.807 1.793
C -1.054 -2.161 2.503
C -1.707 -0.850 2.029
C -1.162 0.356 2.899
C 0.286 0.789 2.479
C 0.554 2.313 2.682
N 2.009 2.651 2.652
C 2.453 3.031 1.343
N 2.129 2.259 0.126
N 3.179 4.055 1.186
H 3.410 4.129 0.192
C -1.542 -2.745 3.696
Cl -2.900 -2.030 4.600
C -0.994 -3.924 4.253
C 0.064 -4.548 3.586
C 0.544 -3.978 2.367
C 1.708 -4.734 1.690
O 1.767 -4.965 0.509
C 2.789 -5.222 2.683
C 2.304 -5.790 3.901
C 3.215 -6.298 4.842
C 4.593 -6.184 4.547
S 5.833 -6.824 5.711
C 5.087 -5.579 3.349
C 6.550 -5.476 3.167
C 7.670 -5.030 3.265
C 4.155 -5.098 2.373
C 4.721 -4.456 1.099
C 5.430 -3.071 1.374
O 6.785 -3.169 0.921
Si 7.577 -1.666 0.989
C 6.707 -0.269 0.054
C 9.301 -1.911 0.263
C 7.768 -1.202 2.819
C 0.777 -5.808 4.111
O 0.196 -6.706 4.664
H -0.881 -1.203 -2.552
H -1.664 -0.488 -1.087
H 0.094 -0.341 -1.292
H 1.476 -2.721 0.133
H 0.867 -1.142 0.619
H -1.427 -0.626 0.986
H -2.804 -0.854 2.152
H -1.843 1.212 2.724
H -1.109 0.058 3.965
H 1.028 0.223 3.078
H 0.366 0.603 1.389
H 0.126 2.709 3.625
H 0.119 2.879 1.828
H 2.563 1.877 3.011
H 2.308 1.272 0.296
H 1.154 2.434 -0.109
H -1.371 -4.344 5.198
H 2.866 -6.768 5.772
H 5.645 -6.056 6.818
H 8.661 -4.591 3.288
H 5.402 -5.151 0.565
H 3.925 -4.226 0.361
H 4.920 -2.296 0.750
H 5.319 -2.741 2.428
H 6.602 -0.547 -1.012
H 5.711 -0.099 0.511
H 7.310 0.657 0.148
H 9.911 -1.031 0.578
H 9.271 -1.928 -0.845
H 9.816 -2.815 0.641
H 6.804 -1.172 3.363
H 8.236 -0.190 2.843
H 8.476 -1.905 3.310
O -3.924 9.176 0.722
C -3.748 7.977 0.645
C -4.877 7.030 0.849
C -6.149 7.528 1.109
C -7.216 6.656 1.262
C -7.017 5.283 1.154
C -5.748 4.781 0.912
C -4.674 5.651 0.764
C -3.315 5.101 0.522
O -3.127 3.900 0.502
C -2.192 6.047 0.298
C -0.923 5.548 0.035
C 0.128 6.416 -0.207
C -0.083 7.791 -0.189
C -1.345 8.296 0.086
C -2.403 7.426 0.336
H -6.308 8.596 1.189
H -8.206 7.046 1.461
H -7.854 4.604 1.262
H -5.596 3.713 0.833
H -0.755 4.479 0.015
H 1.115 6.020 -0.416
H 0.738 8.469 -0.388
H -1.507 9.366 0.103
O -3.224 -0.999 -4.424
C -4.034 -0.779 -5.303
C -4.314 0.614 -5.741
C -3.625 1.668 -5.153
C -3.850 2.967 -5.581
C -4.764 3.218 -6.600
C -5.466 2.172 -7.178
C -5.249 0.868 -6.747
C -6.021 -0.244 -7.362
O -6.871 -0.018 -8.198
C -5.726 -1.638 -6.938
C -6.413 -2.692 -7.528
C -6.123 -3.998 -7.164
C -5.145 -4.256 -6.209
C -4.467 -3.207 -5.607
C -4.758 -1.895 -5.965
H -2.910 1.476 -4.364
H -3.309 3.787 -5.125
H -4.930 4.232 -6.942
H -6.180 2.370 -7.967
H -7.171 -2.495 -8.275
H -6.657 -4.818 -7.628
H -4.913 -5.277 -5.932
H -3.709 -3.412 -4.862
```

Mulliken atomic charge list, values in e, 8 entries: 0.2504, -0.6074, 0.4599, -1.1044, 0.4724, 0.0253, -0.2370, -0.8781